Entry 1:
{"formula": "C23H34BrCl16NO2", "method": "ωB97M-V/def2-TZVPD", "elements": ["C", "H", "C", "H", "C", "C", "Cl", "H", "Cl", "N", "H", "H", "Cl", "C", "H", "C", "H", "C", "C", "C", "H", "Cl", "O", "H", "C", "H", "H", "Cl", "H", "Cl", "C", "Cl", "Cl", "H", "C", "H", "H", "Cl", "H", "H", "C", "H", "C", "H", "Cl", "C", "H", "Cl", "C", "C", "C", "Cl", "H", "H", "H", "H", "H", "Cl", "H", "H", "H", "C", "Br", "H", "Cl", "H", "H", "Cl", "C", "O", "C", "C", "Cl", "H", "H", "C", "H"], "coordinates": [[2.751, 2.302, 5.485], [4.965, -0.178, 1.583], [-3.953, 0.593, 1.861], [6.591, -4.475, -3.774], [-3.782, 1.342, -0.417], [-0.696, -2.239, 3.849], [4.513, -3.779, -4.619], [1.156, 1.995, -6.064], [-0.308, -0.683, 4.590], [-5.531, -1.035, 1.682], [5.286, -5.619, -3.378], [3.701, 2.745, 1.209], [2.200, 2.936, 7.039], [0.306, 2.053, 1.089], [-1.280, -2.828, 4.546], [2.874, 2.064, 1.009], [-2.498, 1.294, 3.264], [-2.650, 2.066, -0.045], [-0.918, 2.810, 1.628], [-5.594, -0.311, 0.488], [3.236, 1.348, 5.652], [-1.482, -1.987, -4.171], [-6.454, -0.390, -0.342], [0.233, -2.743, 3.610], [3.107, 0.825, 1.891], [4.081, 0.055, 0.094], [2.191, 0.335, 2.208], [-10.476, 1.780, -0.668], [0.166, 1.810, 0.039], [-0.677, 1.207, -4.820], [-2.167, 2.057, 1.264], [-9.565, 1.555, 2.109], [-1.628, -2.037, 2.363], [2.956, 1.798, -0.041], [5.565, -4.574, -3.441], [1.581, 3.476, 2.095], [3.778, -2.137, 2.113], [2.161, -3.119, -1.580], [5.254, 2.408, -2.510], [-6.314, -1.624, 1.933], [4.623, 2.362, -3.389], [0.046, -2.877, -5.710], [-4.406, 0.593, 0.559], [0.790, -5.026, -1.619], [5.422, -3.854, -1.834], [-2.840, 1.315, 2.241], [-4.139, 1.344, -1.435], [4.958, 0.861, -4.255], [3.441, -1.644, 1.205], [-4.856, -0.299, 2.662], [-1.001, -3.047, -5.499], [2.933, 2.451, -2.872], [0.339, 1.101, 1.619], [1.558, 3.591, 0.377], [3.639, 1.125, 2.788], [-0.804, 2.789, 2.707], [3.847, -2.223, 0.384], [-1.228, -4.760, -5.108], [-8.494, 0.814, 0.151], [-0.964, 3.829, 1.255], [2.361, -1.670, 1.098], [3.972, -0.213, 1.141], [-1.798, 3.079, -1.403], [-1.608, -2.810, -6.364], [1.417, 2.058, 4.353], [-9.929, -0.159, 0.542], [-0.129, -3.530, -1.904], [0.153, -3.972, 0.384], [0.998, 1.170, -5.381], [-5.007, -0.350, 3.846], [0.650, -3.996, -1.313], [-9.522, 0.843, 0.489], [1.403, -0.335, -6.226], [4.826, 3.198, -4.048], [3.447, 3.010, 5.049], [1.585, 2.870, 1.196], [1.636, 1.261, -4.506]], "mulliken_charge": [-0.53, 0.28, 0.08, 0.30, -0.86, -0.43, -0.13, 0.33, -0.11, 0.08, 0.27, 0.24, -0.16, -0.02, 0.41, -0.31, 0.43, 0.38, -1.36, -0.24, 0.32, -0.08, -0.61, 0.25, -0.08, 0.20, 0.21, -0.17, 0.54, -0.15, 1.03, -0.17, -0.13, -0.07, -0.34, 0.45, 0.35, -0.04, 0.27, 0.28, -0.39, 0.14, 0.42, 0.32, -0.12, -0.53, 0.57, -0.14, -0.73, -0.08, -0.25, -0.10, 0.06, 0.37, 0.15, 0.45, -0.13, -0.17, -0.01, 0.36, 0.28, -0.31, -0.15, 0.35, 0.04, 0.27, 0.07, -0.14, 0.26, -0.58, -0.21, 0.07, -0.17, 0.37, 0.31, -1.09, -0.28], "max_force_ev_per_a": 1.11, "mol_weight_g_mol": 1003.68, "smiles": "CCCCCCCc1cc2c(cc1Br)C(=O)NC2=O.ClCCl.ClCCl.ClCCl.ClCCl.ClCCl.ClCCl.ClCCl.ClCCl", "e_lumo_ev": -0.17, "charge": 0}

***

Entry 2:
{"formula": "C27H30N10S4V", "method": "ωB97M-V/def2-TZVPD", "elements": ["H", "C", "N", "C", "H", "C", "C", "V", "H", "H", "H", "H", "C", "N", "S", "H", "C", "C", "H", "C", "H", "H", "H", "N", "C", "H", "H", "H", "H", "N", "N", "C", "H", "H", "C", "C", "C", "H", "C", "H", "C", "H", "H", "H", "C", "H", "C", "N", "H", "N", "H", "S", "C", "N", "C", "H", "C", "C", "S", "N", "C", "H", "H", "C", "C", "N", "C", "C", "S", "H", "H", "C"], "coordinates": [[3.547, -2.927, 2.943], [4.407, -0.989, 2.506], [-4.519, 1.590, -2.749], [7.334, -0.471, 4.797], [-1.580, 3.211, -0.528], [5.639, -1.220, 3.286], [1.638, 1.696, 3.669], [0.418, -0.145, 0.427], [-3.665, 4.700, -2.446], [-0.660, -2.162, 4.705], [-2.710, 0.241, 1.693], [1.489, -0.839, 4.599], [-2.783, 0.851, -1.536], [3.203, 2.928, -1.675], [0.657, 1.335, 5.174], [-1.255, 2.016, 3.711], [-0.675, -1.084, 4.541], [6.210, -0.191, 4.030], [-0.620, -4.906, -1.168], [7.380, -2.647, 4.095], [4.337, 2.760, 0.027], [2.035, 2.842, -3.370], [5.874, -3.285, 2.701], [0.613, -2.067, 0.112], [-3.840, 3.923, -3.192], [-1.421, 3.702, -2.104], [7.802, 0.292, 5.407], [-3.143, 4.067, -4.020], [0.549, 1.022, -2.451], [7.892, -1.672, 4.831], [-2.601, 2.155, -1.861], [1.382, 1.417, -1.893], [-1.555, -0.670, 5.031], [1.799, 3.156, 2.095], [-2.215, 0.409, 2.643], [-0.061, -2.877, -0.718], [2.745, 1.293, -0.022], [2.609, 2.056, 4.008], [1.106, -4.000, 1.423], [0.562, 3.553, 3.287], [6.249, -2.472, 3.309], [7.890, -3.602, 4.136], [1.767, 0.749, 3.159], [-4.442, -0.333, -2.048], [3.405, -1.973, 2.453], [5.781, 0.803, 4.037], [0.600, -0.484, 5.119], [0.414, -4.780, 0.615], [-0.551, -2.428, -1.567], [1.608, 0.892, -0.678], [1.536, -4.464, 2.303], [-0.981, -0.920, 2.736], [3.491, 2.360, -0.519], [-1.494, 2.899, -1.491], [2.198, 2.417, -2.388], [-2.942, 0.263, 3.442], [4.266, 0.172, 1.731], [2.254, -1.720, 1.731], [-0.238, 2.102, 1.573], [2.051, -0.488, 1.206], [1.023, 2.734, 2.736], [0.667, -0.798, 6.161], [-4.851, 4.024, -3.577], [-3.691, 2.570, -2.615], [-0.120, -4.240, -0.478], [-3.968, 0.557, -2.073], [-1.641, 1.812, 2.719], [1.283, -2.643, 1.158], [-1.825, -0.221, -0.646], [-2.417, 2.540, 2.480], [5.104, 0.846, 1.612], [3.074, 0.389, 1.064]], "mulliken_charge": [0.66, 0.75, -0.80, -0.45, 0.22, 0.07, 0.96, -0.24, 0.37, 0.54, 0.19, -0.08, 0.36, -0.56, -0.13, 0.33, -0.97, -0.54, 0.44, -0.47, 0.44, 0.44, 0.50, 0.15, -1.40, 0.28, 0.39, 0.34, 0.53, -0.56, 0.41, -0.19, 0.44, 0.44, -0.97, -0.06, 0.09, 0.52, -0.25, 0.63, -0.56, 0.39, -1.58, 0.18, -0.45, 0.42, -0.26, -0.52, 0.49, 0.32, 0.44, 0.49, -0.22, -0.71, -0.76, 0.63, -0.51, -0.72, 0.01, 1.32, -1.10, 0.52, 0.36, 1.00, -0.76, 0.30, -0.63, 0.28, -0.40, 0.54, 0.70, -0.06], "max_force_ev_per_a": 3.41, "mol_weight_g_mol": 673.82, "multiplicity": 2, "s_squared": 1.17, "e_above_lowest_ev": 1.031, "e_lumo_ev": [-6.44, -6.59], "charge": 2}

***

Entry 3:
{"formula": "C17H10IN3O7Ru", "method": "ωB97M-V/def2-TZVPD", "elements": ["C", "C", "O", "H", "H", "N", "H", "O", "C", "H", "H", "I", "C", "C", "H", "O", "O", "C", "N", "H", "Ru", "N", "C", "H", "C", "C", "C", "C", "C", "H", "C", "C", "O", "O", "H", "C", "O", "C", "C"], "coordinates": [[-0.312, -1.710, 1.667], [1.336, 0.103, -0.720], [-0.942, -1.907, -0.622], [3.070, -0.371, -5.689], [0.772, -3.323, 2.544], [-1.006, -0.583, 1.833], [-3.658, 2.987, 1.138], [1.722, -0.261, 0.369], [1.159, 0.297, -3.020], [0.683, -3.524, -0.756], [-3.862, 2.853, 3.068], [0.536, 2.677, 1.992], [-2.244, 0.943, 3.278], [-2.081, 3.232, -1.603], [0.316, -2.544, 4.878], [-1.116, 1.093, -2.934], [0.710, -3.210, 0.160], [1.496, 0.208, -4.355], [-2.063, 2.571, -0.597], [-1.166, -0.524, 5.180], [-1.135, 1.207, 0.448], [0.103, 0.701, -0.977], [2.029, -0.094, -2.024], [3.953, -0.907, -1.515], [-0.875, -0.888, 4.206], [-1.310, -0.215, 3.082], [-3.550, 2.515, 2.097], [-0.073, -2.003, 4.027], [-0.216, -2.248, 0.267], [0.804, 0.516, -5.126], [0.190, -2.435, 2.738], [3.638, -0.689, -3.648], [-2.165, 3.937, -2.533], [-2.661, 1.313, 4.327], [4.614, -1.072, -3.918], [3.281, -0.601, -2.306], [-2.630, 1.480, 2.076], [-0.106, 0.767, -2.374], [2.760, -0.290, -4.655]], "mulliken_charge": [0.76, -0.09, -0.51, 0.40, 0.52, 0.02, 0.29, -0.48, 0.35, 0.39, 0.35, -0.20, 0.01, 0.66, 0.45, -0.59, -0.48, -0.46, -0.72, 0.50, 0.67, 0.55, 0.45, 0.51, -0.46, 0.60, -0.56, -0.51, -0.05, 0.51, -0.43, -0.48, -0.51, -0.55, 0.40, -0.52, -0.17, -0.20, -0.45], "max_force_ev_per_a": 0.39, "mol_weight_g_mol": 596.26, "multiplicity": 5, "s_squared": 6.02, "e_above_lowest_ev": 0.330, "e_lumo_ev": [-1.29, -1.67], "charge": 0}

***

Entry 4:
{"formula": "C9H28IO9", "method": "ωB97M-V/def2-TZVPD", "elements": ["C", "H", "H", "H", "H", "H", "H", "O", "C", "H", "C", "H", "C", "H", "H", "C", "H", "I", "H", "H", "O", "O", "H", "O", "H", "O", "O", "H", "C", "H", "H", "H", "H", "O", "H", "H", "H", "C", "H", "H", "C", "H", "H", "O", "H", "C", "O"], "coordinates": [[4.266, -0.149, 4.173], [-7.633, 3.673, -4.901], [1.194, 4.870, -3.324], [5.945, -2.024, -2.675], [-0.547, 5.200, -3.281], [-5.332, 1.649, -5.328], [3.369, -1.821, 5.163], [3.883, -2.418, 3.326], [4.188, -1.660, 4.462], [-1.361, -3.197, 7.445], [-2.415, -3.362, 7.223], [-6.425, 3.813, -6.079], [5.393, -1.141, -2.995], [4.479, 0.425, 5.075], [-2.845, -2.670, 7.948], [-6.989, 3.059, -5.530], [-7.239, 2.131, -7.277], [-1.208, -0.919, -0.858], [4.685, -0.833, -2.225], [3.174, -2.992, 3.624], [-1.644, -3.759, 4.990], [0.175, 4.858, -1.423], [3.812, -2.315, -3.955], [2.994, 0.272, 3.561], [4.892, -1.692, -5.212], [-5.190, 3.087, -3.978], [-7.702, 2.203, -6.439], [-6.623, 1.590, -4.051], [-6.015, 2.221, -4.699], [0.508, 6.420, -2.756], [-2.510, -5.288, 7.002], [2.874, -0.299, 2.799], [-2.848, -2.157, 5.435], [6.453, -0.222, -3.381], [5.126, 0.027, 3.526], [0.132, 3.899, -1.383], [-3.699, -3.662, 5.534], [-2.722, -3.208, 5.697], [-4.522, 2.615, -3.476], [6.114, 0.641, -3.129], [4.455, -1.481, -4.236], [-1.618, -3.273, 4.163], [5.106, -1.982, 4.952], [-2.893, -4.655, 7.614], [2.818, -0.409, -3.877], [0.395, 5.336, -2.748], [3.549, -0.397, -4.499]], "mulliken_charge": [-0.41, 0.28, 0.23, 0.27, 0.22, 0.26, 0.29, -0.50, -0.37, 0.25, -0.37, 0.26, -0.35, 0.32, 0.31, -0.41, 0.30, -0.99, 0.29, 0.33, -0.51, -0.51, 0.29, -0.51, 0.27, -0.53, -0.52, 0.24, -0.20, 0.22, 0.32, 0.33, 0.36, -0.50, 0.26, 0.32, 0.28, -0.43, 0.32, 0.29, -0.34, 0.33, 0.26, -0.54, 0.32, -0.48, -0.55], "max_force_ev_per_a": 2.84, "mol_weight_g_mol": 407.22, "e_above_lowest_ev": 2.921, "e_lumo_ev": 2.32, "charge": -1}

***

Entry 5:
{"formula": "C4H7N3S", "method": "ωB97M-V/def2-TZVPD", "elements": ["C", "N", "S", "H", "N", "C", "H", "C", "H", "N", "H", "H", "H", "C", "H"], "coordinates": [[0.580, -1.732, 0.159], [-0.776, -1.317, -0.044], [-3.185, -0.307, -0.037], [3.646, -0.256, 0.038], [-1.826, 2.068, 0.137], [1.613, -0.999, -0.136], [2.301, 0.765, 0.989], [-1.388, -0.104, -0.092], [0.810, -2.699, 0.429], [-0.910, 1.098, -0.063], [-2.758, 1.736, 0.262], [-1.391, -2.053, -0.342], [-1.761, 2.873, -0.417], [2.496, 0.129, 0.035], [2.548, 0.798, -0.919]], "mulliken_charge": [-0.21, -0.16, -0.61, 0.34, -0.39, 0.11, 0.27, 0.40, 0.38, -0.26, 0.16, 0.23, 0.20, -0.75, 0.30], "max_force_ev_per_a": 4.21, "mol_weight_g_mol": 129.19, "e_above_lowest_ev": 7.384, "e_lumo_ev": [-2.55, -2.55], "charge": 0}

***

| no. | E (eV) |
| --- | --- |
| 1 | -300390.1660 |
| 2 | -112402.0679 |
| 3 | -47276.3675 |
| 4 | -36314.0880 |
| 5 | -19560.3941 |